DFT (ωB97M-V/def2-TZVPD) results for C2H2O2Sm as an isolated structure in a non-equilibrium geometry.

Each line ends with the Löwdin charge.
Cartesian coordinates (Å):
1 C -1.038 0.312 -0.023  0.084
2 C 0.006 1.188 0.045  0.130
3 O 1.485 0.527 0.080  -0.323
4 Sm 1.639 -1.680 -0.042  1.940
5 H -0.057 2.275 0.100  0.152
6 O -0.646 -1.006 -0.118  -0.133
7 H -1.388 -1.616 -0.042  0.149

2S+1: 7
Total charge: +2
HOMO-LUMO gap (spin up / spin down) in eV: 5.2622 / 6.7079
HOMO energy (spin up / spin down) in eV: -18.307 / -18.972
Energy above the lowest of the compared OMol25 structures with the same formula, charge and spin in eV: 0.0000
Energy in eV: -24080.936